Below is a molecular structure, C12H21F9MnN3O12S3 in a non-equilibrium geometry, with properties calculated with wB97M-V/def2-TZVPD.

ΔE to the lowest compared entry with this formula, charge and spin: 3.460 eV
LUMO (alpha / beta): 2.471 / 2.469 eV
Gap between HOMO and LUMO (alpha / beta): 0.3301 / 0.3319 hartree
<S²>: 8.752
Spin multiplicity: 6
Largest force on an atom: 5.5 eV/A
Charge: -1

The geometry in XYZ format:
```
61
Properties=species:S:1:pos:R:3:forces:R:3
Mn 19.068309 12.647887 25.051160 0.462 -0.386 -0.174
C 21.530563 12.794869 21.094226 -2.706 0.536 0.051
F 22.479788 13.143944 21.901111 0.959 0.445 2.377
F 21.007909 13.914613 20.570518 -0.829 0.880 0.450
F 22.105115 12.239190 20.105353 1.169 -2.535 -2.526
S 20.094800 11.670868 21.779835 -1.509 -5.194 -1.026
O 20.736728 10.322743 22.026122 -0.279 3.280 -0.641
O 19.569373 12.209964 23.023870 0.670 1.263 -0.236
O 19.033029 11.566135 20.737609 2.604 1.221 1.346
C 15.772124 15.637402 25.106625 1.043 -0.460 0.662
F 16.628539 15.848385 26.143712 -0.318 -0.841 0.147
F 14.674869 14.951507 25.512205 1.037 -0.158 0.079
F 15.346955 16.825764 24.810115 -0.661 1.538 -1.097
S 16.697340 14.820396 23.669376 -0.919 0.771 -2.006
O 15.537221 14.258903 22.977486 1.345 0.116 0.644
O 17.345533 15.943529 22.915036 -0.733 -2.311 2.287
O 17.582157 13.814641 24.316405 -1.507 2.094 -0.728
C 17.832792 13.032197 29.541312 0.552 -1.209 0.709
F 16.954889 12.002558 29.148863 1.059 2.500 0.104
F 17.379761 14.300458 29.393057 -0.752 -1.805 0.440
F 18.022038 12.744601 30.888509 -0.082 1.021 -1.948
S 19.446399 13.031794 28.506392 3.101 -0.813 0.584
O 20.334141 11.981332 29.060770 -1.896 1.357 -0.477
O 18.972769 12.705920 27.164315 -0.945 0.086 0.476
O 20.015532 14.376862 28.588715 -1.163 -0.977 0.321
C 20.332771 15.523405 25.276245 -1.379 0.552 -0.071
O 20.397119 14.321682 24.977158 0.843 1.010 0.305
N 20.302114 16.538017 24.414900 2.280 -1.951 -2.658
C 19.867026 17.838448 24.702359 -1.033 0.709 0.513
C 20.576737 16.306790 22.953860 -1.729 0.043 0.314
H 20.129108 15.944306 26.273020 0.162 -0.849 0.403
H 18.976832 17.990716 24.092064 -0.155 0.340 -0.044
H 20.601324 18.602813 24.448083 0.109 0.010 0.237
H 19.532881 17.868012 25.739460 0.243 0.376 0.090
H 20.836089 15.273052 22.725330 0.261 0.303 0.343
H 19.614108 16.493762 22.477951 -0.248 -0.377 -0.110
H 21.189853 17.058193 22.456285 0.743 -0.087 0.745
C 16.789430 10.280824 25.657647 1.419 1.873 -0.337
O 17.598216 11.112244 25.194862 -1.273 -1.958 0.525
N 15.666153 10.646668 26.274141 -2.217 -1.112 -0.525
C 15.202883 12.031336 26.180571 -0.256 -0.068 1.266
C 14.644346 9.519314 26.460284 1.667 0.793 -1.555
H 16.953196 9.192222 25.639547 0.292 0.216 -0.153
H 16.028292 12.699342 26.426672 -0.059 -0.058 -0.281
H 14.466189 12.120974 26.978913 -0.017 0.238 0.110
H 14.688830 12.337324 25.269409 0.446 -0.373 -0.378
H 14.104797 9.301119 25.538670 -0.258 0.653 -0.310
H 15.326182 8.668909 26.463847 -0.626 -0.442 1.218
H 13.882437 9.663070 27.226388 0.796 -0.008 0.416
C 21.484944 10.482058 25.689073 1.052 0.396 -0.730
O 20.604790 11.255452 25.421866 -1.380 -0.098 -0.368
N 22.731960 10.938422 25.849943 1.872 1.758 -0.905
C 23.620901 10.380040 26.847412 -0.106 -1.228 -0.495
C 23.121555 12.367185 25.555324 -1.004 0.371 1.254
H 21.394341 9.386068 25.636201 -0.248 0.069 0.628
H 24.497049 11.018748 26.959291 -0.213 -0.148 0.101
H 23.937138 9.407729 26.469647 0.347 -0.198 0.308
H 23.092574 10.230539 27.789018 0.235 0.226 0.190
H 23.074031 12.788089 26.559653 0.276 0.719 -0.076
H 24.106891 12.564903 25.133299 0.364 -1.157 0.219
H 22.515892 13.028249 24.935425 -0.904 -0.965 -0.008
```
Forces are in eV/Å.

Here are the natural (NBO) charges for atoms 1 to 2, given in e:
1 Mn 1.585
2 C 0.749


Below is a molecular structure, C12H21FN2Ta in a non-equilibrium geometry, with properties calculated with wB97M-V/def2-TZVPD.

LUMO: 3.141 eV
Gap between HOMO and LUMO: 0.2626 hartree
Largest force on an atom: 2.2 eV/A
Charge: -1

The geometry in XYZ format:
```
37
Properties=species:S:1:pos:R:3:forces:R:3
C -3.813892 -0.885906 -0.929243 -0.375 0.236 -0.058
C -3.177334 -0.085482 -1.555990 0.099 -0.056 -0.034
C -2.402141 0.887993 -2.320732 -0.139 0.208 0.083
C -1.097134 0.338700 -2.908316 -0.333 -0.671 -0.379
C -0.294757 -0.577875 -1.967828 0.292 0.946 -0.214
Ta 0.663860 0.414474 -0.153115 0.958 0.394 0.446
N 2.484350 -0.389072 -0.856323 -1.514 -0.129 0.760
F -1.068025 1.180215 0.472945 1.046 -0.849 -0.331
C 1.018087 2.309823 -1.378970 -0.538 -0.372 0.175
C 1.133689 3.345212 -2.004344 0.550 0.026 0.204
C 0.437672 -1.439981 1.179269 -0.607 -0.856 1.895
C -0.804831 -2.175451 0.896235 0.564 -0.507 -0.121
C -0.775715 -3.447714 0.376257 -0.509 0.237 -0.034
N 1.803075 1.338750 1.393534 -1.528 0.001 -0.906
C 1.097558 1.477789 2.686454 1.741 -0.617 0.204
C 1.920003 0.763379 3.794625 -0.790 0.110 0.230
H -4.518923 -1.455703 -0.379802 0.146 -0.266 0.094
H -3.051607 1.237606 -3.126916 0.048 0.070 -0.121
H -2.231171 1.753718 -1.680680 0.206 -0.028 0.130
H -0.506326 1.163950 -3.298521 0.095 0.125 0.183
H -1.390531 -0.254060 -3.785062 -0.027 0.004 -0.091
H -0.944448 -1.415672 -1.704789 0.041 -0.036 0.289
H 0.509187 -1.004560 -2.576475 0.099 -0.061 0.039
H 3.086335 -0.600497 -0.066871 0.228 0.246 -0.074
H 2.324857 -1.270565 -1.334788 0.177 0.103 -0.289
H 1.478075 4.241936 -2.459359 -0.246 0.109 -0.189
H 1.299237 -2.092037 1.032395 0.078 -0.010 -0.213
H 0.449407 -1.163801 2.247871 0.106 0.647 -0.131
H -1.739448 -1.671371 1.133028 -0.124 0.625 -1.346
H -1.248299 -3.701420 -0.568172 -1.347 -0.378 0.696
H -0.300877 -4.254478 0.923171 1.496 0.265 -0.721
H 2.072820 2.260173 1.068670 0.410 -0.071 0.052
H 0.116951 1.006013 2.690887 -0.308 0.466 -0.170
H 1.071562 2.532354 2.954782 -0.539 0.087 -0.075
H 1.477839 -0.201236 4.045373 0.104 -0.176 -0.124
H 1.858809 1.350113 4.714247 0.311 0.013 0.095
H 2.945263 0.601244 3.480397 0.130 0.165 0.046
```
Forces are in eV/Å.

Here are the natural (NBO) charges for atoms 1 to 2, given in e:
1 C -0.296
2 C 0.039


Below is 3 unconnected molecules or ions with the total composition C12H21N3 in a non-equilibrium geometry, with properties calculated with wB97M-V/def2-TZVPD.

ΔE to the lowest compared entry with this formula, charge and spin: 2.762 eV
LUMO: 0.597 eV
Gap between HOMO and LUMO: 0.4293 hartree
Largest force on an atom: 4.0 eV/A
Structure (SMILES): CCCC#N.CCCC#N.CCCC#N
Charge: 0

The geometry in XYZ format:
```
36
Properties=species:S:1:pos:R:3:forces:R:3
C -1.575877 -0.792309 -3.056587 0.704 0.438 1.070
C -2.417035 0.042668 -2.061616 -0.080 -0.132 0.453
C -3.211669 -0.703110 -0.881192 0.251 -0.082 -1.322
C -2.678606 -2.021738 -0.534132 1.299 -3.680 0.979
N -2.330533 -3.115245 -0.242069 -1.021 3.754 -0.997
H -1.019429 -0.149190 -3.738410 -0.737 0.320 -0.465
H -1.987740 -1.655096 -3.580094 -0.199 0.194 0.223
H -0.715455 -1.066605 -2.446246 -0.029 -1.059 0.076
H -3.042850 0.801989 -2.530529 -0.439 -0.438 -0.073
H -1.677151 0.680436 -1.577965 -0.297 -0.353 -0.070
H -4.251944 -0.921804 -1.122247 -0.095 0.296 -0.317
H -3.221382 -0.113776 0.035703 -0.265 0.110 -0.345
C 0.220482 0.698995 0.247626 -0.857 0.385 -0.640
C -1.017195 0.698602 1.103005 0.101 -0.861 -0.251
C -1.698934 2.025793 1.107323 -0.819 1.129 -1.083
C -1.890801 2.597835 -0.297924 -0.409 0.843 -1.138
N -2.066581 3.028569 -1.375598 0.503 -0.929 2.886
H 0.731093 1.652080 0.385455 0.583 -0.273 -0.030
H -0.110068 0.632801 -0.788931 0.288 0.367 -0.126
H 0.772971 -0.225168 0.417309 -0.996 2.947 -0.473
H -0.809955 0.411964 2.134027 0.018 -0.017 0.063
H -1.687967 -0.043889 0.670714 0.317 0.042 0.631
H -1.140121 2.755616 1.693132 0.009 0.101 -0.098
H -2.684130 1.916845 1.560795 -0.128 0.309 -0.030
C 2.083709 -1.157324 1.168397 0.425 -0.782 0.962
C 3.126066 -0.315268 0.482344 -0.682 -0.173 -0.748
C 4.445326 -0.467217 1.223897 0.755 0.326 -1.242
C 4.344327 -0.118317 2.647407 -0.376 -0.329 -0.509
N 4.066558 0.185996 3.718657 0.275 0.017 0.081
H 1.897819 -0.616417 2.096282 -0.605 -0.470 0.267
H 2.433618 -2.162157 1.404960 0.221 -0.004 0.017
H 1.160778 -1.243202 0.594870 1.203 -1.991 0.683
H 2.784806 0.714460 0.376025 0.204 0.107 0.525
H 3.151317 -0.634350 -0.559608 0.867 -0.238 -0.082
H 5.204584 0.144031 0.736049 0.052 0.391 0.264
H 4.811972 -1.466496 0.989173 -0.040 -0.264 0.857
```
Forces are in eV/Å.

Here are the natural (NBO) charges for atoms 1 to 2, given in e:
1 C -0.627
2 C -0.392


Below is a gas-phase ion, C12H21O (charge +1) in a non-equilibrium geometry, with properties calculated with wB97M-V/def2-TZVPD.

ΔE to the lowest compared entry with this formula, charge and spin: 0.197 eV
LUMO: -4.933 eV
Gap between HOMO and LUMO: 0.3514 hartree
Largest force on an atom: 6.6 eV/A
Charge: +1

The geometry in XYZ format:
```
34
Properties=species:S:1:pos:R:3:forces:R:3
C -0.065560 -0.537895 0.241258 -0.079 3.584 -0.785
C 1.059071 0.240744 -0.043223 -1.273 0.120 -2.005
C -1.319005 0.186718 -0.094754 5.902 1.860 -2.164
C 0.476500 1.592558 -0.724994 0.417 -3.890 2.393
C 3.240732 1.279677 0.387835 0.800 3.038 -0.631
C 3.370200 -0.748149 -0.889095 -0.958 -1.035 -1.031
C 2.647823 -0.791779 1.566763 2.303 0.070 1.155
C -3.105378 -0.969045 1.138436 -3.278 3.516 0.609
C -2.697367 -1.157743 -1.342481 -1.816 -0.812 -1.503
C -3.591992 1.093779 -0.287543 -1.038 -0.139 -2.438
C 2.597748 -0.022725 0.222569 -1.478 -1.544 0.723
C -2.695895 -0.172539 -0.127528 -0.831 -0.685 0.972
O -0.938272 1.329196 -0.759310 -0.798 -0.856 1.496
H -0.074682 -1.444054 0.727979 0.038 -1.854 1.016
H 0.775160 2.282714 0.040311 -0.585 1.046 0.394
H 0.851742 1.923629 -1.661876 0.139 -0.105 -0.928
H 4.347480 1.282127 0.394378 -0.511 -0.635 0.721
H 3.140725 1.858375 -0.588650 -0.552 -0.045 1.356
H 2.837774 1.766400 1.314752 0.540 0.235 -1.067
H 4.456400 -0.803384 -0.612804 -1.109 -0.097 -0.162
H 3.280364 -0.154132 -1.843301 0.178 -0.740 0.815
H 2.921953 -1.790649 -1.045369 0.906 1.384 0.026
H 3.571207 -0.479807 2.173449 -1.302 0.185 -0.828
H 2.901398 -1.851179 1.528251 -0.758 -0.237 -0.594
H 1.782769 -0.617676 2.199732 -0.010 -0.055 0.032
H -4.228454 -1.129394 1.032394 1.264 0.302 0.123
H -2.772365 -1.889338 1.434469 1.739 -2.414 -0.137
H -3.000551 -0.304540 2.039868 -0.112 -0.497 -0.791
H -3.799331 -1.471263 -1.605226 1.986 0.372 0.988
H -2.047818 -2.075291 -1.217582 -0.869 1.095 0.146
H -2.402152 -0.659973 -2.275296 0.259 0.047 0.295
H -4.556071 0.673389 -0.739316 0.810 0.841 1.348
H -3.259932 1.745040 -1.143428 0.107 -0.762 0.794
H -3.704219 1.816193 0.559337 -0.034 -1.294 -0.339
```
Forces are in eV/Å.

Here are the natural (NBO) charges for atoms 1 to 2, given in e:
1 C -0.383
2 C 0.288